{
  "formula": "C5H10N2S",
  "method": "the ωB97M-V functional and the def2-TZVPD basis",
  "e_above_lowest_ev": 4.905,
  "molar_mass_g_mol": 130.22,
  "energy_ha": -704.04354,
  "multiplicity": 1,
  "e_lumo_ev": 0.5,
  "orbital_gap_ev": 8.79,
  "charge": 0,
  "symbols": ["C", "C", "N", "N", "C", "C", "C", "S", "H", "H", "H", "H", "H", "H", "H", "H", "H", "H"],
  "xyz": [[1.67109, 2.24449, -0.13348], [0.63046, 1.48580, 0.30714], [0.22417, 0.15258, 0.19953], [-1.10796, -0.16864, 0.60941], [-1.90180, 0.10165, -0.42003], [1.06328, -0.94607, 0.13275], [0.24515, -2.24453, 0.01857], [2.62248, -0.77524, 0.04254], [2.74876, 1.94025, -0.27253], [1.75082, 3.31332, -0.35059], [-0.21239, 1.93145, 0.75288], [-1.31683, 0.19552, 1.66613], [-2.98093, -0.45839, -0.42063], [-2.25792, 1.26967, -0.42153], [-1.33881, -0.23080, -1.38424], [-0.49464, -2.38222, 0.83956], [-0.24881, -2.27813, -1.14138], [0.90388, -3.15074, -0.02409]],
  "forces_ev_per_angstrom": [[2.0834, -0.9795, 0.1019], [0.5486, 1.1902, -1.0168], [1.2223, -1.3131, 1.9344], [3.2139, 0.2666, 5.9208], [-6.1775, 2.1513, -4.3814], [-3.1870, -0.5874, -0.2816], [0.1596, -1.3455, -2.5902], [2.5922, -0.3287, -0.1336], [-1.7585, -0.7632, -0.3415], [-1.3991, 0.0312, 1.0611], [-0.9655, 1.4771, -0.0956], [0.4815, -0.9225, -3.7020], [2.6064, 0.9306, 0.2249], [0.9293, -2.3207, -0.8076], [-1.3951, 0.9553, 1.5217], [0.4458, 0.2088, -1.0511], [0.8495, 0.2963, 3.3933], [-0.2498, 1.0532, 0.2434]],
  "mulliken_charge": [-0.92, 0.05, 0.16, -0.31, -0.74, 0.48, -0.91, -0.43, 0.18, 0.25, 0.36, 0.27, 0.22, 0.24, 0.29, 0.26, 0.18, 0.36]
}

***

{
  "formula": "C35H27F5N4PW",
  "method": "the ωB97M-V functional and the def2-TZVPD basis",
  "e_above_lowest_ev": 0.404,
  "molar_mass_g_mol": 813.43,
  "energy_ha": -2476.59253,
  "multiplicity": 3,
  "e_lumo_ev": [-2.5, -3.4],
  "orbital_gap_ev": [7.23, 7.89],
  "s_squared": 2.02,
  "charge": 1,
  "symbols": ["W", "F", "C", "C", "C", "C", "C", "F", "C", "C", "C", "C", "C", "C", "N", "H", "H", "H", "H", "H", "H", "N", "C", "C", "C", "C", "C", "N", "H", "H", "H", "H", "H", "H", "N", "P", "C", "C", "C", "C", "C", "C", "C", "C", "C", "C", "C", "C", "C", "C", "C", "C", "C", "C", "H", "H", "H", "H", "H", "H", "H", "H", "H", "H", "H", "H", "H", "H", "H", "F", "C", "F", "F"],
  "xyz": [[-0.31939, 0.73161, -1.08989], [3.96159, -2.59967, -0.93908], [3.54721, -1.32392, -0.93217], [2.19499, -1.05312, -0.99434], [1.76396, 0.27471, -0.96527], [2.70735, 1.30959, -0.87128], [4.05746, 0.97343, -0.84046], [5.00026, 1.93412, -0.78409], [4.50520, -0.32933, -0.86530], [2.16720, 2.66731, -0.78735], [2.90160, 3.80686, -0.46756], [2.26516, 5.02792, -0.36524], [0.89634, 5.10204, -0.57729], [0.21945, 3.94351, -0.88857], [0.82897, 2.74803, -1.00372], [1.50103, -1.88264, -1.04945], [5.56103, -0.55502, -0.83525], [3.96091, 3.72848, -0.29135], [2.83492, 5.91310, -0.11546], [0.35411, 6.03364, -0.50786], [-0.84516, 3.96000, -1.05540], [1.23264, 1.89411, -3.91190], [0.51742, 0.76618, -4.16639], [0.57659, 0.17482, -5.43988], [-0.13534, -0.96307, -5.69685], [-0.92238, -1.52007, -4.68216], [-0.92905, -0.90716, -3.46495], [-0.20994, 0.21193, -3.17338], [1.60328, 2.38453, -4.70897], [0.91578, 2.48426, -3.15880], [1.18185, 0.64395, -6.20328], [-0.09786, -1.41849, -6.67728], [-1.51637, -2.40703, -4.83985], [-1.52367, -1.29813, -2.65091], [-1.04895, -0.63930, -0.13166], [-1.15369, -1.11129, 1.40424], [0.23898, -2.16245, 1.78800], [1.33803, -1.66347, 2.48132], [2.48192, -2.43941, 2.60893], [2.52875, -3.70344, 2.04312], [1.43225, -4.20685, 1.35156], [0.29002, -3.43824, 1.22065], [-2.66601, -2.01316, 1.68238], [-3.78755, -1.66255, 0.92845], [-4.99238, -2.30570, 1.15418], [-5.08075, -3.29402, 2.12608], [-3.96741, -3.64604, 2.87459], [-2.75630, -3.00670, 2.65486], [-1.11973, 0.28823, 2.53785], [-0.70238, 1.54798, 2.13423], [-0.66067, 2.59235, 3.04682], [-1.03758, 2.38078, 4.36445], [-1.46078, 1.12365, 4.77516], [-1.50409, 0.08179, 3.86290], [1.30697, -0.67126, 2.91407], [3.33753, -2.05430, 3.14741], [3.42441, -4.30294, 2.13926], [1.47361, -5.19450, 0.91259], [-0.56265, -3.82258, 0.67240], [-3.71218, -0.89575, 0.16689], [-5.86340, -2.03775, 0.57146], [-6.02349, -3.79658, 2.29800], [-4.04104, -4.42168, 3.62481], [-1.88252, -3.28981, 3.22964], [-0.39185, 1.75901, 1.11253], [-0.33859, 3.57509, 2.72715], [-1.00734, 3.20042, 5.07004], [-1.76245, 0.95773, 5.80025], [-1.84642, -0.89540, 4.18139], [-2.66662, 2.85630, -1.12742], [-1.99346, 1.98697, -1.93034], [-1.63424, 2.74606, -3.02110], [-2.94512, 1.12238, -2.39615]],
  "forces_ev_per_angstrom": [[-0.1310, 0.2151, -0.2927], [-0.0180, 0.0053, -0.0070], [0.0127, -0.0066, -0.0065], [0.0708, 0.0247, -0.0090], [0.0159, -0.0777, -0.0089], [0.0234, -0.0123, -0.0007], [0.1067, -0.0207, 0.0572], [-0.0120, -0.0158, -0.0153], [-0.0391, 0.0188, -0.0041], [0.0660, 0.0423, 0.0032], [0.0110, 0.0398, 0.0009], [0.0193, 0.0182, 0.0066], [-0.0393, -0.0552, -0.0232], [0.0334, 0.0967, 0.0190], [-0.2506, -0.3067, -0.0003], [-0.0030, 0.0000, -0.0047], [0.0015, -0.0060, -0.0004], [-0.0160, 0.0018, -0.0044], [-0.0086, 0.0038, -0.0002], [0.0074, 0.0048, 0.0024], [0.0265, 0.0318, 0.0148], [-0.1152, -0.0785, 0.0098], [0.0891, 0.1237, 0.0464], [-0.0149, -0.0500, -0.0443], [-0.0031, 0.0119, 0.0240], [0.0159, 0.0186, -0.0094], [-0.0676, -0.0894, 0.0982], [0.2666, 0.0525, -0.5861], [-0.0079, -0.0386, 0.0099], [0.0146, -0.0061, 0.0025], [0.0030, 0.0026, 0.0068], [0.0031, 0.0033, -0.0006], [0.0002, 0.0009, -0.0048], [0.0104, 0.0107, 0.0116], [-0.1805, 0.0502, 0.6668], [0.1498, 0.0762, -0.2840], [0.1232, -0.0522, -0.0236], [-0.0031, -0.0006, 0.0008], [-0.0115, 0.0217, 0.0056], [0.0089, -0.0427, -0.0106], [0.0338, 0.0158, 0.0225], [-0.0535, 0.0286, -0.0176], [-0.1804, -0.0289, -0.0665], [0.0485, -0.0187, 0.0370], [-0.0214, -0.0055, 0.0062], [-0.0362, -0.0034, -0.0135], [0.0346, 0.0089, 0.0032], [0.0021, -0.0114, 0.0041], [-0.0752, -0.0620, 0.0755], [0.0207, 0.1429, 0.3155], [0.0074, 0.0422, -0.0139], [-0.0027, 0.0103, -0.0015], [0.0168, -0.0108, -0.0661], [-0.0077, 0.0012, 0.0368], [-0.0033, 0.0010, 0.0023], [-0.0068, 0.0081, 0.0012], [-0.0041, -0.0001, -0.0035], [-0.0032, 0.0007, 0.0000], [0.0020, -0.0036, 0.0036], [0.0097, 0.0025, -0.0039], [0.0034, -0.0013, 0.0002], [0.0016, 0.0047, -0.0033], [0.0126, 0.0026, 0.0023], [-0.0004, -0.0107, 0.0007], [-0.0324, -0.0798, 0.0066], [0.0048, -0.0118, -0.0144], [-0.0034, -0.0092, 0.0069], [-0.0018, -0.0067, 0.0009], [-0.0016, 0.0149, 0.0164], [-0.0781, -0.0830, 0.1406], [0.2203, 0.0262, -0.1859], [-0.0491, -0.0429, 0.0265], [-0.0150, 0.0627, 0.0354]],
  "mulliken_charge": [1.27, -0.38, 0.22, -0.91, 0.93, -0.20, 0.81, -0.35, -1.00, 0.17, -1.03, -0.58, -0.93, -0.31, 0.13, 0.56, 0.54, 0.61, 0.47, 0.48, 0.41, -0.17, 0.88, -0.89, -0.26, -0.95, -0.41, 0.10, 0.29, 0.04, 0.39, 0.42, 0.46, 0.42, 0.86, 1.03, 0.46, -0.21, -0.83, -0.51, -0.78, -0.64, 0.60, -0.71, -0.71, -0.49, -0.81, -0.35, 0.03, -0.15, -1.16, -0.56, -0.79, -0.55, 0.41, 0.45, 0.43, 0.42, 0.48, 0.35, 0.44, 0.40, 0.42, 0.44, 1.05, 0.49, 0.41, 0.43, 0.39, -0.27, -0.21, -0.24, -0.27]
}

***

{
  "formula": "C11H31BCl2HfO11S3",
  "method": "the ωB97M-V functional and the def2-TZVPD basis",
  "e_above_lowest_ev": 0.000,
  "molar_mass_g_mol": 695.77,
  "energy_ha": -3453.32210,
  "multiplicity": 1,
  "e_lumo_ev": 0.3,
  "orbital_gap_ev": 9.21,
  "charge": 0,
  "symbols": ["Hf", "B", "H", "H", "H", "H", "Cl", "Cl", "C", "C", "O", "O", "H", "H", "H", "O", "S", "O", "O", "C", "C", "C", "H", "H", "H", "H", "H", "H", "H", "H", "O", "S", "O", "O", "C", "C", "C", "H", "H", "H", "H", "H", "H", "H", "H", "O", "S", "O", "O", "C", "C", "C", "H", "H", "H", "H", "H", "H", "H", "H"],
  "xyz": [[-0.08173, 0.07203, 0.16731], [2.02408, -0.41663, 1.15320], [3.07898, -0.70953, 1.63485], [1.20272, -0.29794, 2.00727], [1.90866, 0.59873, 0.55533], [1.62182, -1.34228, 0.51333], [-0.79318, -2.37936, -0.64301], [-0.35243, 2.09008, 1.85688], [-3.61996, 1.24455, -1.90054], [-2.43926, 0.81085, -1.11372], [-1.29275, 0.69876, -1.68982], [-2.45683, 0.64791, 0.12721], [-4.07682, 0.36323, -2.35830], [-3.31888, 1.92489, -2.69020], [-4.36677, 1.66281, -1.23048], [1.26427, -0.44193, -1.66923], [2.07411, -0.49753, -2.83540], [2.74449, 0.64577, -3.33634], [3.18369, -1.56636, -2.59370], [2.92051, -2.73004, -1.80690], [2.70748, -3.98817, -2.65888], [1.07777, -1.21460, -4.07631], [2.08698, -2.62249, -1.11802], [3.78171, -2.92460, -1.16893], [1.90603, -3.90380, -3.38784], [2.49433, -4.80139, -1.96209], [3.64151, -4.28692, -3.13866], [0.70061, -2.18809, -3.77307], [1.66672, -1.29074, -4.98855], [0.21466, -0.57011, -4.24398], [2.05423, 4.12782, -1.07753], [0.93511, 3.28989, -1.33132], [0.91125, 1.96321, -0.81610], [-0.37435, 3.94815, -0.81717], [-0.52616, 5.38069, -1.00494], [0.08335, 6.15997, 0.14058], [0.68273, 3.19984, -3.08085], [-1.60714, 5.48968, -1.01243], [-0.13390, 5.73169, -1.96202], [-0.42929, 7.12787, 0.16822], [1.14511, 6.36283, 0.04871], [-0.15012, 5.66643, 1.08334], [-0.12533, 2.50034, -3.27546], [1.64815, 2.88129, -3.47036], [0.46263, 4.20611, -3.42954], [-2.79191, -0.80922, 3.74648], [-1.76000, -1.60110, 3.19279], [-0.90783, -1.06690, 2.19630], [-0.78662, -2.11093, 4.32841], [-1.32898, -2.31189, 5.63353], [-0.83519, -3.62152, 6.20593], [-2.43990, -3.08402, 2.59662], [-2.42036, -2.30337, 5.66893], [-1.05519, -1.50416, 6.31491], [-1.40622, -3.98225, 7.05769], [0.23946, -3.62825, 6.40047], [-0.90660, -4.43807, 5.47107], [-3.21314, -2.79762, 1.88765], [-2.77614, -3.69063, 3.43468], [-1.69019, -3.67294, 2.06997]],
  "forces_ev_per_angstrom": [[-0.5589, 0.6170, 0.6793], [0.1496, -0.6895, 1.1072], [0.0630, 0.3132, -0.2132], [-0.3907, 0.1194, 0.5462], [0.3991, 0.6378, -0.6591], [-0.4905, -0.3846, -0.6836], [0.0998, 0.9856, 0.3992], [0.0039, -1.0992, -0.7353], [-0.4995, -0.4642, 0.0839], [1.5563, 0.4487, 0.5537], [0.0932, -0.3457, 0.0253], [0.0830, -0.7954, 0.0678], [0.1017, 0.0070, -0.0840], [-0.0408, 0.1040, 0.0074], [0.0574, 0.2073, -0.0672], [-0.7071, 0.4141, 0.7776], [0.2759, -0.8255, -0.6767], [-0.0418, 0.4146, -0.0227], [0.3152, 0.2831, -0.0678], [-0.2443, -1.8524, 0.3842], [0.5964, 0.1744, 0.4226], [-0.3321, 0.0031, -0.6459], [-0.2389, 0.5362, -0.2371], [0.2173, 0.4752, -0.1668], [-0.0039, -0.0532, 0.0349], [-0.2945, 0.0492, -0.0492], [-0.1129, 0.2082, -0.2955], [0.1181, 0.0475, 0.2481], [0.0204, -0.0224, 0.0362], [0.0990, 0.1376, 0.1082], [0.2527, 0.0210, 0.0935], [-0.2323, 0.7480, -0.8297], [0.0848, -0.8170, 0.2456], [-0.1040, 0.0861, -0.2642], [-0.0851, 0.3079, 0.4723], [-0.6186, 0.4716, 0.1236], [0.3399, 0.1428, 0.4174], [-0.0221, 0.0983, -0.0289], [0.0376, -0.3367, -0.0642], [0.0939, -0.0038, -0.0009], [0.0787, -0.3281, -0.0456], [0.1884, -0.0831, -0.0032], [0.0277, -0.0608, -0.0353], [-0.1520, -0.1716, -0.1831], [-0.0573, -0.0445, -0.0815], [-0.4499, 0.4010, 0.3474], [-0.2895, -0.5539, 0.5704], [0.7724, 0.6705, -1.2566], [0.0937, 0.3052, -0.2361], [-0.5543, -0.3860, 1.6124], [0.6552, -1.0974, -0.9848], [0.1912, -0.7188, -0.3680], [-0.0021, -0.0022, -0.6114], [0.3187, 0.2348, -0.4442], [0.0737, 0.4235, 0.2559], [-0.1208, 0.3570, 0.4220], [-0.3628, 0.2871, -0.0975], [-0.1975, -0.1377, 0.1522], [-0.4332, 0.2363, 0.0228], [0.1796, 0.2996, -0.0779]],
  "mulliken_charge": [0.95, 0.11, -0.18, -0.01, 0.08, -0.03, -0.56, -0.48, -1.38, 0.83, -0.52, -0.48, 0.33, 0.30, 0.35, 0.57, 1.22, -0.70, -0.38, 0.23, -1.10, -0.85, -0.18, 0.34, 0.23, 0.35, 0.33, 0.23, 0.43, 0.21, -0.70, 0.99, -0.36, -0.11, -0.34, -1.16, -0.89, 0.35, 0.32, 0.42, 0.29, 0.29, 0.17, 0.35, 0.44, -0.67, 0.90, -0.60, -0.25, -0.33, -1.18, -0.95, 0.38, 0.33, 0.37, 0.32, 0.30, 0.37, 0.40, 0.30]
}